No. 1
{"formula": "C4H38N2O13", "method": "wB97M-V/def2-TZVPD", "de_lowest_kj_mol": 467.7, "orbital_gap_ha": 0.388, "multiplicity": 1, "charge": 2, "e_tot_ev": -34345.2045, "elements": ["C", "C", "C", "C", "N", "N", "H", "H", "H", "H", "H", "H", "H", "H", "H", "H", "H", "H", "H", "H", "O", "H", "H", "O", "H", "H", "O", "H", "H", "O", "H", "H", "O", "H", "H", "O", "H", "H", "O", "H", "H", "O", "H", "H", "O", "H", "H", "O", "H", "H", "O", "H", "H", "O", "H", "H", "O"], "coordinates": [[-0.02307, -1.30896, -1.29413], [-1.05817, -0.53710, -0.47219], [-0.31708, 0.38872, 0.61989], [-0.05918, -1.35759, 2.40287], [-0.72905, -0.32950, 1.98901], [0.50568, -0.53652, -2.48150], [0.93393, -1.52180, -0.72445], [-0.49228, -2.29561, -1.52060], [-2.01807, -0.07361, -0.92941], [-1.43119, -1.32732, 0.12423], [0.79542, 0.03514, 0.48651], [-0.57277, 1.48702, 0.70411], [0.92691, -1.56748, 1.80753], [-0.45965, -2.13639, 2.99972], [-1.60465, 0.08507, 2.10140], [0.01994, -0.57162, -3.49398], [1.45588, -0.54145, -2.52609], [0.42154, 0.48021, -2.29328], [1.45576, 3.18698, 0.38715], [-0.00159, 3.89098, 0.52384], [0.54793, 3.33516, 0.08471], [-3.21382, 1.72851, -1.97263], [-4.27389, 2.12669, -0.85017], [-3.59171, 1.45117, -1.16110], [1.43637, -3.62440, 2.66893], [2.26990, -3.68640, 1.25325], [1.35337, -3.64965, 1.66087], [3.16379, 2.06512, -0.82460], [4.02986, 2.82925, 0.17280], [3.09076, 2.56801, 0.07008], [-2.59003, 1.53710, 3.65670], [-3.61990, 1.34722, 2.62510], [-2.70227, 1.66838, 2.72432], [3.12161, -2.78713, -1.51117], [4.05642, -1.45995, -1.61977], [3.58988, -2.09428, -1.05800], [-3.09741, -0.44177, -2.58585], [-3.31770, -1.82388, -3.27162], [-2.63187, -1.20855, -2.80114], [-0.86689, -4.44118, 0.68991], [-1.50620, -3.56211, -0.44749], [-0.84521, -3.59676, 0.25867], [0.00704, 2.45741, -1.20345], [-0.80083, 2.72294, -2.63444], [-0.47966, 2.01895, -1.95525], [0.21044, 1.49754, 4.64657], [0.08203, 2.26776, 3.39957], [0.44925, 1.41430, 3.71274], [-4.39248, -0.89621, 0.49981], [-3.55475, 0.19526, -0.03034], [-3.63368, -0.25848, 0.74622], [3.66194, -0.50040, 2.64147], [3.06972, 0.78159, 1.81407], [3.53781, -0.06580, 1.68946], [2.71526, 1.99174, -3.68599], [3.99004, 1.24528, -2.90453], [2.98657, 1.39844, -2.90830]]}

No. 2
{"formula": "C4H38N2O13S2", "method": "wB97M-V/def2-TZVPD", "de_lowest_kj_mol": 99.2, "orbital_gap_ha": 0.246, "multiplicity": 1, "e_tot_ev": -56030.2967, "elements": ["N", "C", "C", "S", "S", "C", "C", "N", "H", "H", "H", "H", "H", "H", "H", "H", "H", "H", "H", "H", "H", "H", "O", "H", "H", "O", "H", "H", "O", "H", "H", "O", "H", "H", "O", "H", "H", "O", "H", "H", "O", "H", "H", "O", "H", "H", "O", "H", "H", "O", "H", "H", "O", "H", "H", "O", "H", "H", "O"], "coordinates": [[-1.73538, -1.31194, -2.29160], [-1.33378, -0.16668, -3.08513], [-0.35758, 0.82569, -2.38983], [-1.03870, 2.45363, -2.11042], [-0.89782, 3.21552, 0.03697], [0.91827, 3.35343, 0.03881], [1.63742, 2.05865, 0.31772], [1.20226, 1.49161, 1.61456], [-2.47603, -1.07058, -1.65574], [-0.94046, -1.60256, -1.73110], [-0.81560, -0.53185, -3.97962], [-2.18827, 0.34694, -3.52525], [-0.20634, 0.37281, -1.41053], [0.58042, 0.82360, -2.93289], [1.20712, 4.20248, 0.67332], [1.22830, 3.74319, -0.93199], [2.72169, 2.16117, 0.24024], [1.26385, 1.36892, -0.44669], [0.18046, 1.43001, 1.62201], [1.53751, 0.52331, 1.80274], [0.17128, -2.00584, 2.03214], [-0.18267, -3.44997, 1.63800], [0.57141, -2.89799, 1.89728], [5.43762, -1.25021, -0.40171], [4.89836, -1.65581, -1.79582], [5.47146, -1.06173, -1.32713], [1.79940, -4.91138, -0.69866], [1.17696, -3.69316, 0.09828], [0.97269, -4.49403, -0.43955], [-3.18598, 2.45062, 3.51646], [-1.28668, 0.93126, 3.70053], [-2.74213, 1.74690, 3.03190], [-1.64277, 4.34856, 2.09712], [-1.96977, 2.33873, 2.71273], [-1.18532, 3.49360, 2.00161], [2.51672, -0.71327, -1.68579], [1.93185, -2.06281, -1.50253], [2.00049, -1.20454, -1.07136], [-3.58692, -2.37046, -0.07218], [-4.40630, -1.12161, -0.08462], [-3.53602, -1.45092, 0.15732], [-3.65264, -0.26963, 2.86742], [-3.80695, -1.41602, 3.77857], [-4.33468, -0.72687, 3.39945], [1.27605, -4.45100, -3.81078], [0.79310, -3.97711, -2.42688], [1.16283, -3.64633, -3.27639], [2.54204, -0.88549, 0.61031], [2.65660, -1.84702, 1.71701], [2.85054, -0.92616, 1.51559], [-1.89915, 0.34559, 2.10899], [-1.58813, -0.30910, 0.85843], [-1.40391, -0.42210, 1.79027], [-0.81358, -0.19358, 2.78077], [1.40337, 2.13841, 2.34979], [-0.49566, 0.39734, 3.47704], [4.01165, -2.14930, -3.88623], [2.66811, -2.84654, -3.35281], [3.42397, -2.22376, -3.15526]]}

No. 3
{"formula": "C4H39N2O14", "method": "wB97M-V/def2-TZVPD", "de_lowest_kj_mol": 468.4, "orbital_gap_ha": 0.282, "multiplicity": 1, "charge": 1, "e_tot_ev": -36418.6677, "elements": ["C", "C", "C", "C", "N", "N", "H", "H", "H", "H", "H", "H", "H", "H", "H", "H", "H", "H", "H", "O", "H", "H", "O", "H", "H", "O", "H", "H", "O", "H", "H", "O", "H", "H", "O", "H", "H", "O", "H", "H", "O", "H", "H", "O", "H", "H", "O", "H", "H", "O", "H", "H", "O", "H", "H", "O", "H", "H", "O"], "coordinates": [[-0.07817, -0.72202, 0.40974], [0.82390, 0.50317, 0.12212], [2.13414, 0.29564, -0.60466], [3.14057, -0.43115, -0.05663], [2.08419, 0.79088, -1.84747], [-0.30214, -1.22909, -1.01187], [0.39992, -1.44959, 1.13781], [-1.02590, -0.39489, 0.96365], [0.24348, 1.25691, -0.27981], [1.13913, 0.91055, 1.09206], [4.18309, -0.60296, -0.38396], [2.93055, -0.99958, 0.84423], [2.94203, 0.73879, -2.29945], [1.45305, 1.45194, -2.21867], [0.67000, -1.04713, -1.54893], [-0.58016, -2.14747, -1.21870], [-0.90284, -0.66914, -1.64390], [-1.20594, 0.33043, -4.87756], [0.12021, 1.39352, -4.55629], [-0.17161, 0.45535, -4.91318], [-1.31629, 4.38854, 1.46633], [0.11022, 4.27930, 0.70352], [-0.74377, 4.83442, 0.87981], [2.06960, 0.26312, 4.06793], [0.52239, 0.03828, 3.57796], [1.41719, -0.15091, 3.44283], [2.30481, 3.88280, 0.79157], [1.61571, 3.18829, 1.98366], [1.53174, 3.35913, 1.08917], [-2.38459, -1.22548, 2.57285], [-3.27612, -0.14453, 3.23725], [-2.37220, -0.39419, 3.16649], [0.21333, 3.75609, -3.13583], [-1.04363, 2.82544, -3.04596], [-0.13471, 2.89335, -3.34209], [0.90277, -3.60106, 2.80153], [-0.50698, -4.13191, 2.53978], [0.16070, -3.36094, 2.29433], [-3.00271, -0.66985, -2.83266], [-2.65542, 0.77038, -2.70741], [-2.26885, -0.05137, -2.90453], [0.16867, -2.05158, -4.25365], [0.37291, -0.59424, -3.83635], [0.18760, -1.42876, -3.41475], [-2.27027, 3.18937, -1.21198], [-3.12586, 3.53480, -2.31147], [-2.49593, 2.89359, -2.04826], [-2.90350, -2.73113, 0.53245], [-4.06871, -2.04601, 1.12324], [-3.21378, -2.18197, 1.29460], [-0.92351, 1.69587, 4.44215], [-0.88566, 0.43310, 5.14764], [-0.21113, 1.09793, 4.90942], [2.98819, -2.91778, 2.85771], [2.00652, -2.34233, 3.93900], [2.52574, -3.07273, 3.72103], [1.52493, -4.02429, -1.91944], [0.34803, -4.72080, -1.42360], [0.83504, -3.91612, -1.30278]]}

No. 4
{"formula": "C4H3BiLiO", "method": "wB97M-V/def2-TZVPD", "s_squared": 0.890, "de_lowest_kj_mol": 273.0, "orbital_gap_ha": [0.222, 0.240], "multiplicity": 2, "e_tot_ev": -12279.1899, "elements": ["H", "O", "C", "C", "H", "H", "Bi", "Li", "C", "C"], "coordinates": [[1.86826, -0.11644, 1.35591], [1.06990, 1.63319, 0.53855], [1.28126, 0.24144, 0.47789], [-0.02514, -0.53039, 0.38834], [1.92187, -0.00178, -0.40434], [0.16156, -1.61287, 0.50795], [-0.86471, 1.60241, 0.53508], [-2.17864, -0.75859, 0.54132], [-2.13264, 0.07972, -2.15794], [-1.10171, -0.53669, -1.78277]]}